Record 1
ORCA calculation (ωB97M-V/def2-TZVPD) on a cluster of 16 separate species, C23H78ClN4O24P2 in total at a distorted geometry.

Geometry as ORCA input:
```
! wB97M-V def2-TZVPD RIJCOSX def2/J DEFGRID3
* xyz 1 1
C -0.641 -4.558 3.244
C -1.978 -3.966 2.752
O -2.426 -4.621 1.541
P -2.789 -3.543 0.368
O -3.344 -4.314 -0.742
C -1.232 -2.754 -0.220
C -1.559 -1.365 -0.889
C -0.756 -0.191 -0.200
C 0.717 -0.613 -0.491
C 1.582 -1.066 0.725
C 2.700 -2.019 0.155
C 4.028 -1.596 0.773
O 5.033 -1.525 0.163
O 4.090 -1.233 2.085
N -1.316 -0.247 1.181
C -2.517 0.407 1.193
N -3.419 0.416 2.123
C -3.299 -0.341 3.385
N -4.531 -1.046 3.670
N -2.586 1.131 0.024
O -3.662 0.920 -0.842
C -1.219 1.224 -0.545
C -0.642 2.407 0.351
C 0.709 2.150 1.058
P 0.904 3.550 2.237
O 0.757 4.846 1.585
O 2.285 3.343 3.025
C 3.170 4.500 2.914
C 3.939 4.403 1.555
O -0.257 3.249 3.357
C -1.212 4.326 3.484
C -2.445 3.746 4.230
C -1.004 1.765 -1.977
Cl -2.139 3.105 -2.411
C -1.019 0.722 -3.105
C -0.819 1.343 -4.524
O -3.795 -2.463 1.019
C -5.192 -2.695 0.692
C -5.801 -3.746 1.640
H -0.174 -3.781 3.866
H -0.763 -5.498 3.779
H -0.002 -4.643 2.356
H -1.737 -2.927 2.469
H -2.745 -3.959 3.534
H -0.836 -3.429 -0.980
H -0.601 -2.658 0.669
H -2.643 -1.233 -0.816
H -1.272 -1.491 -1.931
H 0.771 -1.378 -1.268
H 1.229 0.260 -0.922
H 2.124 -0.182 1.075
H 1.023 -1.530 1.544
H 2.821 -1.807 -0.921
H 2.513 -3.072 0.378
H 3.572 -1.856 2.626
H -0.703 -0.208 1.986
H -4.260 0.969 2.009
H -2.419 -0.981 3.326
H -3.085 0.398 4.176
H -4.362 -1.785 4.343
H -5.187 -0.382 4.072
H -4.376 0.439 -0.392
H -0.505 3.316 -0.242
H -1.357 2.693 1.131
H 0.766 1.246 1.673
H 1.586 2.196 0.400
H 3.894 4.401 3.729
H 2.667 5.456 3.064
H 3.790 5.341 1.017
H 4.980 4.177 1.795
H 3.522 3.564 1.001
H -0.792 5.094 4.138
H -1.577 4.711 2.531
H -2.215 2.797 4.730
H -2.804 4.431 5.007
H -3.297 3.570 3.559
H -0.002 2.210 -1.987
H -1.944 0.138 -3.136
H -0.194 0.003 -2.987
H -0.334 2.321 -4.479
H -1.810 1.461 -4.968
H -0.232 0.689 -5.175
H -5.711 -1.752 0.920
H -5.380 -2.896 -0.363
H -6.735 -4.115 1.203
H -6.060 -3.258 2.586
H -5.099 -4.565 1.824
O 1.465 4.065 -4.827
H 1.644 4.523 -3.999
H 2.338 3.970 -5.231
O 7.921 -0.171 -1.048
H 7.299 -0.699 -1.564
H 7.621 -0.282 -0.139
O 3.896 -4.221 2.356
H 4.783 -4.123 1.985
H 3.729 -5.170 2.306
O 6.193 -4.177 -0.528
H 5.991 -3.306 -0.165
H 5.350 -4.496 -0.870
O -5.643 -6.653 -1.444
H -5.125 -6.288 -0.717
H -5.002 -6.758 -2.154
O 4.125 4.115 6.393
H 4.436 3.668 7.188
H 3.532 3.476 5.980
O 2.236 2.275 -6.997
H 1.807 2.869 -7.622
H 1.815 2.476 -6.154
O -3.729 -0.629 -3.889
H -4.175 -1.445 -4.142
H -4.447 -0.048 -3.616
O 2.599 6.186 -5.977
H 2.378 7.062 -5.643
H 1.758 5.832 -6.290
O 4.327 1.610 1.887
H 5.224 1.769 1.567
H 4.226 0.651 1.823
O -1.547 3.891 -5.983
H -1.664 3.832 -5.030
H -2.442 3.961 -6.335
O -6.230 -1.275 -2.297
H -6.715 -2.051 -2.605
H -6.921 -0.670 -2.000
O -0.309 -6.228 -0.644
H -0.749 -7.026 -0.958
H -1.031 -5.656 -0.362
O 7.968 1.827 -3.247
H 7.676 1.216 -2.559
H 8.928 1.810 -3.180
O 3.649 -2.037 -3.282
H 4.151 -1.670 -2.545
H 4.306 -2.149 -3.979
*
```

Energy above the lowest of the compared OMol25 structures with the same formula, charge and spin ... 0.0 kJ/mol

Atom charges from the Löwdin analysis, given in e for atoms 1 to 5: C -0.0462; C -0.2812; O -0.2045; P 0.5203; O -0.2371

Record 2
ORCA calculation (ωB97M-V/def2-TZVPD) on the ion C11H15N4 with charge +1 at a distorted geometry.

Geometry as ORCA input:
```
! wB97M-V def2-TZVPD RIJCOSX def2/J DEFGRID3
* xyz 1 1
C 3.530 1.295 0.083
C 2.018 0.950 -0.006
C 1.600 -0.393 0.112
C 0.309 -0.778 0.197
C -0.089 -2.228 0.459
C -0.667 0.230 0.175
C -2.281 -0.341 -0.118
N -2.079 -1.235 -1.326
C -2.741 -0.751 1.258
N -3.613 0.102 1.599
N -3.961 0.835 0.532
N -3.287 0.571 -0.469
C -0.394 1.593 0.199
C -1.379 2.606 -0.102
C 1.028 1.920 0.049
H 3.697 2.339 0.010
H 4.062 0.992 1.033
H 4.054 0.815 -0.873
H 2.363 -1.154 0.120
H 0.384 -2.973 -0.137
H 0.389 -2.380 1.527
H -1.048 -2.491 0.673
H -1.742 -0.552 -2.041
H -2.941 -1.661 -1.705
H -1.396 -1.985 -1.040
H -2.512 -1.580 1.868
H -1.579 2.458 -1.181
H -2.259 2.531 0.517
H -0.949 3.594 0.082
H 1.349 2.985 -0.054
*
```

Energy above the lowest of the compared OMol25 structures with the same formula, charge and spin ... 336.4 kJ/mol

Atom charges from the natural (NBO) analysis, given in e for atoms 1 to 5: C -0.6398; C 0.0341; C -0.2327; C 0.0227; C -0.7311

Record 3
ORCA calculation (ωB97M-V/def2-TZVPD) on a structure of composition C3H4AlLiO4 at a distorted geometry.

Geometry as ORCA input:
```
! wB97M-V def2-TZVPD RIJCOSX def2/J DEFGRID3
* xyz 2 1
H -1.188 -0.343 1.138
C -0.387 -1.017 0.831
C -0.290 -2.393 1.298
O -0.738 -2.045 -0.026
H 0.683 -2.883 1.335
H -1.066 -2.778 1.963
O 0.716 -0.224 0.476
H 1.860 1.113 0.872
O -0.201 1.199 -1.247
C 0.713 0.849 -0.538
Li -0.352 2.846 -2.177
Al -1.332 4.030 -3.911
O 1.583 1.646 -0.012
*
```

Energy above the lowest of the compared OMol25 structures with the same formula, charge and spin ... 0.0 kJ/mol

Atom charges from the natural (NBO) analysis, given in e for atoms 1 to 5: H 0.1692; C 0.3032; C -0.0986; O -0.4553; H 0.2194